Entry 1:
Formula: C21H35IN2O8P2S
Source: the OMol25 dataset
Level of theory: the ωB97M-V functional and the def2-TZVPD basis

Its structure (SMILES) is C#CCc1c(I)ccc2nsnc12.CCOP(=O)(OCC)OCC.CCOP(=O)(OCC)OCC. As for the HOMO energy: -8.4 eV. Its spin multiplicity is 1.

Each line ends with the natural charge from an NBO analysis.
Element x y z (Å)
C  -0.41  1.16  2.36  -0.31
C  0.53  2.11  1.83  -0.03
C  1.54  3.35  1.36  -0.49
C  2.42  3.71  2.73  0.00
C  4.05  3.53  2.85  -0.22
I  5.28  2.83  1.14  0.22
C  4.72  3.90  4.33  -0.21
C  3.79  4.45  5.61  -0.22
C  2.16  4.61  5.47  0.11
N  1.08  5.04  6.44  -0.57
S  -0.51  5.03  5.65  0.81
N  -0.03  4.45  4.05  -0.56
C  1.49  4.24  4.02  0.12
H  -0.85  0.39  3.16  0.30
H  0.91  4.32  1.05  0.27
H  2.23  3.01  0.47  0.27
H  5.89  3.77  4.46  0.25
H  4.27  4.71  6.65  0.25
C  -3.45  -6.01  4.77  -0.63
C  -1.98  -5.67  4.60  -0.07
O  -1.65  -5.46  3.24  -0.78
P  -2.19  -4.07  2.52  2.26
O  -1.07  -3.18  3.10  -0.88
O  -1.42  -4.31  1.06  -0.80
C  -0.53  -3.31  0.57  -0.07
C  0.90  -3.62  0.98  -0.63
O  -3.45  -5.07  1.87  -0.67
C  -4.53  -4.36  1.28  -0.08
C  -4.12  -3.59  0.04  -0.64
H  -4.08  -5.15  4.51  0.19
H  -3.67  -6.29  5.80  0.21
H  -3.74  -6.83  4.11  0.22
H  -1.71  -4.80  5.20  0.18
H  -1.38  -6.51  4.96  0.19
H  -0.84  -2.32  0.89  0.18
H  -0.60  -3.31  -0.53  0.18
H  0.99  -3.90  2.03  0.22
H  1.55  -2.75  0.80  0.22
H  1.29  -4.46  0.40  0.20
H  -4.97  -3.70  2.02  0.16
H  -5.28  -5.11  1.00  0.19
H  -3.47  -2.74  0.31  0.20
H  -4.99  -3.19  -0.48  0.22
H  -3.55  -4.22  -0.65  0.23
C  3.87  2.27  -5.73  -0.63
C  3.55  2.14  -4.25  -0.07
O  2.21  2.49  -3.98  -0.78
P  1.02  1.45  -4.46  2.26
O  1.19  0.50  -3.25  -0.87
O  -0.25  2.29  -3.78  -0.80
C  -1.11  1.64  -2.85  -0.07
C  -0.64  1.88  -1.42  -0.63
O  0.83  2.51  -5.81  -0.67
C  0.04  2.01  -6.87  -0.08
C  -1.41  1.80  -6.47  -0.64
H  3.31  1.53  -6.31  0.19
H  4.93  2.11  -5.92  0.21
H  3.58  3.25  -6.11  0.22
H  3.76  1.13  -3.90  0.18
H  4.19  2.83  -3.69  0.18
H  -1.19  0.57  -3.08  0.18
H  -2.12  2.06  -2.97  0.18
H  0.44  1.74  -1.30  0.22
H  -1.16  1.20  -0.73  0.22
H  -0.86  2.91  -1.12  0.20
H  0.47  1.07  -7.23  0.17
H  0.08  2.73  -7.69  0.19
H  -1.51  0.97  -5.76  0.20
H  -2.03  1.56  -7.34  0.22
H  -1.82  2.70  -5.99  0.23

=====

Entry 2:
Formula: C21H35MgN5O5SSe
Source: the OMol25 dataset
Level of theory: the ωB97M-V functional and the def2-TZVPD basis

As for the HOMO energy: -12.5 eV. The charge is +2. Its spin multiplicity is 1.

Each line ends with the natural charge from an NBO analysis.
Element x y z (Å)
Mg  -1.03  -0.86  0.17  1.74
O  0.77  1.03  -2.90  -0.68
C  0.04  0.62  -1.90  0.81
O  0.28  -0.33  -1.19  -0.75
C  -1.30  1.35  -1.75  0.11
C  -1.74  2.52  -2.33  -0.15
C  -2.88  3.13  -1.76  -0.12
C  -3.59  2.50  -0.80  -0.22
C  -3.06  1.31  -0.28  0.09
N  -2.00  0.75  -0.78  -0.53
C  -3.69  0.42  0.77  0.81
O  -4.92  0.40  1.07  -0.58
O  -2.82  -0.35  1.28  -0.71
H  1.63  0.28  -3.20  0.34
H  -1.21  3.10  -2.99  0.25
H  -3.22  4.09  -2.16  0.26
H  -4.40  3.06  -0.35  0.24
H  -5.44  1.05  0.63  0.52
C  1.91  1.07  6.07  -0.62
C  0.42  1.02  5.69  -0.23
N  0.27  0.79  4.27  -0.58
C  -0.52  -0.15  3.69  0.43
S  0.17  -0.79  2.19  -0.53
N  -1.65  -0.55  4.24  -0.57
C  -2.46  0.35  5.13  -0.21
C  -2.84  1.68  4.47  -0.62
H  2.03  1.14  7.18  0.25
H  2.46  1.86  5.55  0.22
H  2.41  0.12  5.85  0.23
H  -0.14  1.95  5.93  0.20
H  -0.05  0.23  6.21  0.21
H  1.02  1.10  3.63  0.43
H  -2.25  -1.19  3.75  0.43
H  -1.96  0.53  6.07  0.21
H  -3.31  -0.18  5.30  0.21
H  -1.94  2.22  4.24  0.21
H  -3.51  2.28  5.07  0.24
H  -3.35  1.39  3.57  0.19
C  2.49  0.98  -5.86  -0.40
N  3.67  1.25  -5.11  -0.33
C  4.72  2.06  -5.46  -0.07
C  5.74  1.87  -4.59  -0.05
N  5.27  0.95  -3.62  -0.33
C  5.88  0.49  -2.39  -0.41
C  4.00  0.61  -3.99  0.26
Se  3.01  -0.69  -3.20  -0.14
H  1.65  1.08  -5.26  0.22
H  2.56  -0.06  -6.18  0.23
H  2.43  1.70  -6.66  0.23
H  4.88  2.67  -6.30  0.25
H  6.75  2.23  -4.47  0.25
H  5.71  1.25  -1.56  0.22
H  6.95  0.45  -2.65  0.23
H  5.50  -0.48  -2.12  0.25
C  -3.38  -4.00  -1.09  -0.66
C  -2.47  -3.49  0.05  -0.07
O  -1.34  -2.71  -0.45  -0.70
C  -0.33  -3.44  -1.26  -0.07
C  0.97  -3.67  -0.41  -0.65
H  -3.39  -5.06  -1.08  0.23
H  -4.39  -3.70  -1.07  0.23
H  -2.97  -3.66  -2.04  0.22
H  -2.03  -4.37  0.53  0.20
H  -2.91  -2.80  0.90  0.20
H  -0.72  -4.37  -1.62  0.21
H  -0.21  -2.75  -2.10  0.20
H  1.80  -3.99  -1.06  0.25
H  0.75  -4.51  0.29  0.23
H  1.28  -2.81  0.25  0.22

=====

Entry 3:
Formula: C21H35N3O3
Source: the OMol25 dataset
Level of theory: the ωB97M-V functional and the def2-TZVPD basis

Its structure (SMILES) is CC(C)=CC(=O)N1CCC(N2CCC(C(=O)NC[C@@H]3CCCO3)CC2)CC1. As for the HOMO energy: -8.5 eV. Its spin multiplicity is 1.

Each line ends with the natural charge from an NBO analysis.
Element x y z (Å)
C  7.04  -0.12  -0.43  -0.64
C  5.66  0.14  -0.95  0.11
C  5.13  1.51  -0.69  -0.66
C  4.96  -0.82  -1.56  -0.35
C  3.61  -0.63  -2.15  0.66
O  3.34  0.28  -2.92  -0.64
N  2.70  -1.60  -1.84  -0.44
C  2.80  -2.49  -0.72  -0.21
C  1.86  -2.03  0.41  -0.41
C  0.42  -1.96  -0.11  -0.02
N  -0.50  -1.65  0.97  -0.47
C  -1.87  -2.05  0.74  -0.22
C  -2.62  -2.12  2.07  -0.40
C  -2.58  -0.76  2.78  -0.32
C  -3.57  0.19  2.10  0.69
O  -4.66  -0.21  1.73  -0.65
N  -3.23  1.49  2.05  -0.62
C  -4.09  2.51  1.50  -0.24
C  -3.64  2.93  0.09  0.09
C  -3.84  1.84  -0.98  -0.45
C  -2.47  1.72  -1.66  -0.42
C  -1.75  2.98  -1.17  -0.07
O  -2.25  3.22  0.13  -0.54
C  -1.12  -0.30  2.87  -0.40
C  -0.46  -0.30  1.49  -0.22
C  0.37  -1.03  -1.33  -0.45
C  1.36  -1.51  -2.39  -0.21
H  7.75  0.53  -0.93  0.22
H  7.09  0.09  0.64  0.22
H  7.35  -1.15  -0.59  0.21
H  5.87  2.25  -1.00  0.22
H  4.95  1.65  0.38  0.21
H  4.21  1.68  -1.23  0.25
H  5.39  -1.80  -1.71  0.21
H  3.83  -2.52  -0.36  0.22
H  2.51  -3.50  -1.04  0.19
H  1.92  -2.71  1.25  0.22
H  2.19  -1.04  0.74  0.20
H  0.15  -2.97  -0.45  0.19
H  -1.89  -3.03  0.27  0.20
H  -2.40  -1.34  0.07  0.16
H  -3.65  -2.40  1.90  0.24
H  -2.14  -2.87  2.71  0.21
H  -2.98  -0.88  3.80  0.24
H  -2.28  1.78  2.21  0.41
H  -5.10  2.11  1.45  0.24
H  -4.07  3.38  2.16  0.20
H  -4.19  3.84  -0.19  0.17
H  -4.15  0.90  -0.52  0.23
H  -4.61  2.14  -1.69  0.21
H  -2.54  1.69  -2.75  0.22
H  -1.95  0.83  -1.32  0.20
H  -0.66  2.86  -1.09  0.19
H  -1.97  3.83  -1.82  0.16
H  -1.03  0.68  3.34  0.20
H  -0.59  -1.01  3.50  0.22
H  0.58  0.02  1.60  0.20
H  -0.98  0.41  0.83  0.16
H  0.63  -0.01  -1.03  0.21
H  -0.64  -1.02  -1.76  0.21
H  1.39  -0.81  -3.23  0.25
H  1.07  -2.50  -2.76  0.19

=====

Entry 4:
Formula: C21H35N3O4S
Source: the OMol25 dataset
Level of theory: the ωB97M-V functional and the def2-TZVPD basis

Its structure (SMILES) is CCCCCCCNC(=O)C[C@@H](NS(=O)(=O)c1ccc(NC(C)=O)cc1)C(C)C. As for the HOMO energy: -9.2 eV. Its spin multiplicity is 1.

Each line ends with the natural charge from an NBO analysis.
Element x y z (Å)
C  -3.21  1.10  -4.44  -0.61
C  -2.01  0.70  -3.58  -0.39
C  -0.80  1.62  -3.76  -0.41
C  -1.07  3.06  -3.34  -0.40
C  0.20  3.91  -3.31  -0.38
C  1.08  3.70  -2.07  -0.43
C  0.47  4.31  -0.80  -0.23
N  -0.13  3.32  0.07  -0.63
C  0.11  3.30  1.39  0.67
O  0.84  4.10  1.95  -0.65
C  -0.61  2.18  2.14  -0.51
C  0.21  0.88  2.23  -0.04
N  1.07  0.68  1.08  -0.89
S  0.34  0.09  -0.29  2.33
O  1.26  0.33  -1.37  -0.94
O  -1.00  0.59  -0.42  -0.97
C  0.28  -1.64  0.10  -0.39
C  -0.92  -2.25  0.40  -0.10
C  -0.94  -3.59  0.76  -0.28
C  0.25  -4.31  0.82  0.19
N  0.30  -5.65  1.18  -0.61
C  -0.73  -6.49  1.54  0.69
C  -0.24  -7.89  1.84  -0.72
O  -1.89  -6.15  1.62  -0.59
C  1.46  -3.67  0.51  -0.24
C  1.47  -2.34  0.16  -0.16
C  1.02  0.73  3.53  -0.20
C  2.18  1.72  3.61  -0.64
C  1.53  -0.70  3.66  -0.61
H  -4.00  0.36  -4.34  0.21
H  -3.61  2.06  -4.13  0.20
H  -2.92  1.16  -5.48  0.20
H  -2.29  0.70  -2.52  0.21
H  -1.71  -0.31  -3.83  0.20
H  0.02  1.22  -3.16  0.22
H  -0.49  1.61  -4.81  0.19
H  -1.78  3.52  -4.04  0.20
H  -1.54  3.07  -2.35  0.18
H  0.79  3.67  -4.20  0.20
H  -0.06  4.97  -3.38  0.20
H  2.05  4.17  -2.26  0.21
H  1.26  2.64  -1.92  0.23
H  -0.29  5.05  -1.07  0.19
H  1.23  4.81  -0.20  0.24
H  -0.68  2.59  -0.35  0.42
H  -1.55  1.98  1.62  0.23
H  -0.83  2.54  3.15  0.24
H  -0.49  0.04  2.19  0.21
H  1.71  1.44  0.90  0.42
H  -1.83  -1.67  0.33  0.24
H  -1.87  -4.08  0.99  0.27
H  1.22  -6.06  1.16  0.40
H  0.48  -7.87  2.65  0.23
H  -1.09  -8.51  2.12  0.25
H  0.24  -8.31  0.96  0.23
H  2.38  -4.23  0.56  0.21
H  2.39  -1.83  -0.09  0.24
H  0.33  0.93  4.36  0.20
H  2.62  1.69  4.60  0.21
H  1.85  2.73  3.41  0.25
H  2.95  1.46  2.89  0.20
H  0.70  -1.41  3.69  0.20
H  2.16  -0.95  2.81  0.21
H  2.11  -0.81  4.57  0.21

=====

Entry 5:
Formula: C21H35N3O6
Source: the OMol25 dataset
Level of theory: the ωB97M-V functional and the def2-TZVPD basis

As for the HOMO energy: -8.4 eV. Its spin multiplicity is 1.

Each line ends with the natural charge from an NBO analysis.
Element x y z (Å)
C  2.68  4.60  -1.02  -0.70
H  2.88  4.98  -2.05  0.24
H  2.72  5.22  -0.23  0.27
H  3.64  3.96  -0.88  0.20
C  1.60  3.83  -1.25  0.44
C  0.21  4.78  -1.33  -0.63
H  0.17  5.31  -2.30  0.20
H  0.33  5.46  -0.51  0.25
H  -0.54  4.12  -1.22  0.23
C  1.57  2.69  -2.16  -0.62
H  1.66  3.14  -2.89  0.19
H  0.83  2.12  -1.96  0.24
H  2.53  2.12  -2.14  0.19
O  1.33  3.03  0.28  -0.59
C  1.36  3.73  1.34  0.87
O  1.12  5.02  1.56  -0.72
N  0.99  2.87  2.24  -0.44
C  1.24  1.47  2.30  -0.13
C  0.12  0.46  2.00  0.72
O  -0.31  -0.43  2.56  -0.58
N  -0.59  1.20  0.97  -0.67
H  -0.45  2.06  0.63  0.43
C  -1.87  0.47  0.55  -0.03
C  -2.93  1.62  -0.05  0.00
O  -1.89  2.30  -0.98  -0.79
H  -1.73  1.71  -1.74  0.49
H  -3.16  2.26  0.48  0.14
H  -3.61  0.97  -0.47  0.17
H  -2.44  0.06  1.26  0.20
C  -1.47  -0.58  -0.64  0.10
C  -2.42  -1.64  -0.76  -0.24
C  -2.38  -2.80  -0.05  -0.39
C  -2.16  -2.96  -1.42  -0.34
C  -0.73  -3.15  -2.02  0.76
O  -0.03  -2.33  -2.52  -0.57
N  -0.32  -4.57  -1.51  -0.48
C  -0.90  -5.58  -1.10  -0.23
C  -0.45  -6.75  -1.22  -0.35
H  -0.33  -7.52  -0.47  0.25
C  1.17  -6.13  -1.16  -0.41
C  0.84  -4.92  -2.14  -0.22
H  1.55  -3.98  -1.65  0.18
H  1.05  -4.92  -3.17  0.21
H  1.89  -6.76  -1.94  0.20
H  1.67  -5.94  -0.25  0.22
H  -0.47  -7.35  -2.37  0.19
H  -2.13  -5.67  -1.61  0.09
H  -1.25  -5.41  -0.15  0.21
H  -2.77  -3.43  -2.06  0.24
H  -3.47  -3.12  0.43  0.22
H  -1.67  -2.96  0.76  0.24
H  -3.38  -1.20  -1.13  0.20
O  -0.92  -0.15  -1.83  -0.72
H  -0.69  -0.67  -2.41  0.48
H  -0.68  -1.16  -0.24  0.16
H  1.88  1.15  1.68  0.21
C  1.85  1.09  3.66  -0.40
H  1.52  0.10  4.00  0.24
C  0.98  1.98  4.68  -0.38
H  1.12  2.08  5.59  0.19
C  1.05  3.27  3.66  -0.21
H  -0.01  3.88  3.90  0.19
H  1.91  3.89  3.97  0.21
H  -0.10  1.83  4.76  0.20
H  2.80  1.25  3.73  0.19

=====

Entry 6:
Formula: C21H35NO6
Source: the OMol25 dataset
Level of theory: the ωB97M-V functional and the def2-TZVPD basis

Its structure (SMILES) is c1ccc(CN2CCOCCOCCOCCOCCOCCOCC2)cc1. As for the HOMO energy: -8.3 eV. Its spin multiplicity is 1.

Each line ends with the natural charge from an NBO analysis.
Element x y z (Å)
C  4.58  -4.79  -0.97  -0.22
C  4.69  -3.58  -0.31  -0.21
C  3.74  -2.59  -0.50  -0.24
C  2.67  -2.80  -1.35  0.06
C  1.62  -1.74  -1.58  -0.26
N  0.29  -2.27  -1.39  -0.45
C  0.01  -2.77  -0.06  -0.25
C  -0.04  -1.76  1.11  -0.09
O  -1.26  -1.05  1.20  -0.56
C  -2.31  -1.69  1.89  -0.10
C  -2.24  -1.52  3.42  -0.09
O  -2.72  -0.30  3.92  -0.53
C  -1.84  0.80  3.89  -0.07
C  -1.93  1.64  2.61  -0.08
O  -0.93  2.63  2.68  -0.55
C  -0.83  3.37  1.48  -0.09
C  0.42  4.26  1.59  -0.07
O  0.68  5.03  0.45  -0.53
C  1.18  4.35  -0.68  -0.08
C  0.14  4.17  -1.79  -0.09
O  -0.60  2.99  -1.58  -0.56
C  -1.65  2.83  -2.51  -0.09
C  -2.53  1.64  -2.10  -0.07
O  -2.05  0.39  -2.49  -0.54
C  -0.93  -0.07  -1.75  -0.09
C  -0.76  -1.56  -2.07  -0.22
C  2.55  -4.02  -2.01  -0.23
C  3.50  -5.01  -1.82  -0.21
H  5.32  -5.56  -0.82  0.21
H  5.53  -3.40  0.35  0.21
H  3.84  -1.65  0.01  0.21
H  1.69  -1.40  -2.62  0.21
H  1.84  -0.87  -0.94  0.17
H  0.79  -3.50  0.17  0.21
H  -0.94  -3.30  -0.10  0.20
H  0.73  -0.99  0.97  0.19
H  0.16  -2.29  2.04  0.17
H  -3.23  -1.23  1.53  0.20
H  -2.33  -2.76  1.65  0.17
H  -2.88  -2.28  3.87  0.19
H  -1.20  -1.69  3.76  0.17
H  -0.80  0.47  4.01  0.17
H  -2.10  1.42  4.75  0.19
H  -1.77  1.00  1.74  0.19
H  -2.93  2.09  2.54  0.16
H  -1.72  4.00  1.33  0.16
H  -0.73  2.70  0.62  0.19
H  1.28  3.62  1.84  0.16
H  0.28  4.98  2.40  0.19
H  1.99  4.98  -1.07  0.19
H  1.59  3.37  -0.40  0.18
H  0.66  4.11  -2.77  0.17
H  -0.52  5.04  -1.80  0.18
H  -1.24  2.65  -3.52  0.18
H  -2.26  3.74  -2.54  0.17
H  -2.68  1.68  -1.01  0.17
H  -3.50  1.74  -2.60  0.19
H  -1.11  0.07  -0.68  0.19
H  -0.03  0.50  -2.03  0.16
H  -0.58  -1.65  -3.15  0.19
H  -1.71  -2.06  -1.85  0.20
H  1.71  -4.19  -2.66  0.22
H  3.40  -5.96  -2.33  0.21

=====

Entry 7:
Formula: C21H36AsBaI4N2Si
Source: the OMol25 dataset
Level of theory: the ωB97M-V functional and the def2-TZVPD basis

As for the HOMO energy: -9.6 eV. The charge is +1. Its spin multiplicity is 1.

Each line ends with the Löwdin charge.
Element x y z (Å)
Ba  0.61  -0.82  -0.37  1.27
C  0.64  -0.63  4.63  -0.04
C  -0.58  -0.17  5.08  -0.04
C  -1.61  -0.01  4.17  -0.01
C  -1.40  -0.31  2.83  -0.24
N  -0.22  -0.75  2.39  0.00
C  0.77  -0.90  3.28  -0.14
C  -2.49  -0.17  1.84  -0.23
C  -3.82  -0.27  2.24  0.00
C  -4.82  -0.14  1.29  -0.04
C  -4.47  0.10  -0.02  -0.04
C  -3.13  0.18  -0.33  -0.17
N  -2.15  0.06  0.56  0.00
H  1.48  -0.77  5.29  0.12
H  -0.74  0.06  6.13  0.12
H  -2.57  0.38  4.50  0.12
H  1.72  -1.24  2.88  0.09
H  -4.07  -0.48  3.27  0.11
H  -5.86  -0.22  1.58  0.12
H  -5.22  0.22  -0.79  0.11
H  -2.81  0.38  -1.35  0.10
I  -0.76  3.23  -0.13  0.74
C  0.66  4.10  1.18  -1.15
I  0.56  3.33  3.16  0.74
H  0.47  5.16  1.23  -0.04
H  1.65  3.89  0.79  -0.05
I  -0.50  -3.87  -0.30  0.07
I  -1.56  -6.34  0.20  0.16
C  4.17  -1.42  1.28  -0.19
Si  4.10  0.20  0.30  0.34
C  5.51  1.31  0.88  -0.19
C  4.44  -0.20  -1.52  -0.18
C  2.39  0.90  0.48  -0.54
H  5.16  -1.88  1.27  0.03
H  3.47  -2.17  0.90  0.01
H  3.91  -1.23  2.33  0.02
H  6.48  0.83  0.77  0.03
H  5.39  1.57  1.93  0.03
H  5.53  2.23  0.30  0.03
H  5.46  -0.57  -1.67  0.04
H  4.32  0.69  -2.13  0.02
H  3.77  -0.98  -1.92  0.01
H  2.29  1.86  -0.05  -0.07
H  2.18  1.08  1.54  -0.07
C  -1.09  1.45  -5.62  -0.17
C  -0.54  0.12  -5.11  -0.45
As  0.34  0.36  -3.36  1.12
C  2.01  1.19  -3.97  -0.43
C  2.15  2.62  -3.45  -0.17
C  0.83  -1.64  -3.26  -0.56
C  1.64  -2.23  -4.41  -0.15
H  -1.53  1.32  -6.61  0.08
H  -0.31  2.20  -5.71  0.06
H  -1.86  1.84  -4.96  0.07
H  0.21  -0.28  -5.80  0.06
H  -1.33  -0.61  -5.00  0.07
H  2.01  1.17  -5.06  0.07
H  2.84  0.58  -3.61  0.03
H  1.32  3.26  -3.78  0.06
H  3.07  3.07  -3.81  0.08
H  2.16  2.64  -2.36  0.04
H  -0.16  -2.10  -3.21  0.04
H  1.33  -2.01  -2.35  -0.08
H  1.08  -2.22  -5.34  0.07
H  1.90  -3.26  -4.19  0.08
H  2.57  -1.68  -4.56  0.07